Entry from OMol25: a 3-piece molecular cluster, C4H16NO2 overall in a non-equilibrium geometry (wB97M-V/def2-TZVPD).

```
23
Properties=species:S:1:pos:R:3
C 0.37780 -1.69276 -0.38780
C 0.59956 -0.20249 -0.40944
C 0.07991 0.50341 -1.66315
C 0.62724 1.92217 -1.82939
N -0.00903 0.41707 0.80547
H 0.55159 -2.15186 -1.35876
H -0.65953 -1.94109 -0.15325
H 0.98856 -2.22378 0.33120
H 1.65747 0.02343 -0.34608
H 0.35757 -0.14986 -2.48714
H -1.00674 0.52075 -1.67956
H 0.69826 2.23039 -2.86626
H -0.02913 2.63292 -1.32728
H 1.62855 2.01266 -1.39955
H 0.14517 1.43666 0.82472
H -1.04275 0.28525 0.86230
H 0.33537 0.01502 1.69374
H -3.32304 0.46329 0.10501
H -3.36237 -0.72796 1.09421
O -2.78045 -0.07837 0.68798
H 1.02249 -1.79078 3.06643
H 2.03838 -0.67204 3.30908
O 1.10511 -0.83202 3.12755
```

The calculation puts the orbital gap at 0.4719 Eh. Its charge is +1. The multiplicity is 1. The LUMO energy comes out at -2.836 eV.

---

Entry from OMol25: an isolated ion of composition C5H12N2 and charge +2 in a non-equilibrium geometry (wB97M-V/def2-TZVPD).

```
19
Properties=species:S:1:pos:R:3
C 1.28821 0.27110 -1.43436
C 1.11638 -1.22598 -0.99829
C 0.50499 -1.41239 0.37825
C -0.62919 -0.75206 0.77865
N -1.17808 0.42116 0.32937
C -2.47632 0.62622 1.15419
N 1.22740 1.31397 -0.18301
H 0.44562 0.41289 -2.11952
H 2.24295 0.51492 -1.89295
H 2.03371 -1.82972 -1.00410
H 0.53059 -1.68746 -1.76093
H 0.75074 -2.13745 1.16073
H -1.04516 -1.18806 1.67545
H -2.21070 0.24373 2.16235
H -2.86019 1.66768 1.11272
H -3.31419 -0.00937 0.75639
H 2.15492 1.36795 0.35745
H 0.19394 1.11697 0.27232
H 1.22438 2.28590 -0.74471
```

The calculation puts the orbital gap at 0.3030 Eh. Its charge is +2. The multiplicity is 1. The LUMO energy comes out at -12.707 eV.

---

Entry from OMol25: an isolated molecule of C6H5NO in a non-equilibrium geometry (wB97M-V/def2-TZVPD).

```
13
Properties=species:S:1:pos:R:3
C 0.06948 0.92517 0.48646
C 1.16515 0.59568 1.38446
C -1.11964 0.03660 0.42301
C 0.23703 -0.62512 1.26410
C 1.39877 1.23411 -0.04393
C -0.94059 -1.10721 -0.52048
N -1.03335 -0.62042 1.76604
O 0.24953 -1.56945 0.17607
H 1.97027 0.84458 -0.88556
H 1.62093 2.25368 0.12172
H -1.76611 -1.74547 -0.36726
H -0.74451 -0.85926 -1.65718
H -1.09697 0.22771 2.35517
```

The calculation puts the orbital gap (spin up / spin down) at 0.2691 / 0.3032 Eh. The multiplicity is 3. The LUMO energy (spin up / spin down) comes out at 0.859 / -1.806 eV.

---

Entry from OMol25: C19H41KNO5S as an isolated structure in a non-equilibrium geometry (wB97M-V/def2-TZVPD).

```
68
Properties=species:S:1:pos:R:3
K 0.89387 -1.03148 0.30010
C 0.17901 -2.68464 -3.65952
C 0.12538 -3.66311 -2.52271
C 1.25745 -4.70850 -2.55053
O -0.11365 -3.00116 -1.35040
H 1.12101 -2.15958 -3.50126
H -0.61215 -1.94994 -3.80914
H 0.39678 -3.28283 -4.54431
H -0.69605 -4.31532 -2.81931
H 1.29826 -5.18765 -3.52872
H 1.07301 -5.45309 -1.77615
H 2.18714 -4.31673 -2.13788
C 4.69060 2.24762 1.73617
C 4.54438 1.11927 0.73255
C 5.64724 0.10247 0.95389
O 3.27463 0.48217 0.68212
H 4.04102 3.06142 1.41387
H 5.64768 2.76548 1.79886
H 4.44181 1.91193 2.74291
H 4.71397 1.52845 -0.26340
H 5.65838 -0.48355 1.87289
H 6.63829 0.55038 1.02666
H 5.78581 -0.61451 0.14467
C -3.52815 -3.88223 1.43634
C -3.06571 -4.27771 2.90355
C -2.41467 -2.98149 3.64066
S -2.41639 -1.60997 2.45626
O -1.19403 -0.90114 2.43484
O -3.65535 -0.83538 2.58754
C -2.59062 -2.71876 1.04442
H -4.53159 -3.45671 1.44818
H -3.57921 -4.69510 0.71196
H -2.31788 -5.06979 2.86536
H -3.95715 -4.62471 3.42605
H -1.36158 -3.26259 3.63159
H -2.76914 -2.71255 4.63570
H -1.58234 -3.09119 0.86342
H -2.78501 -2.17880 0.11773
C -0.38135 4.28832 0.58821
C -0.35734 2.79972 0.69067
C -1.84450 2.39564 1.01852
C -2.68094 2.41021 -0.24324
C -2.02900 1.54608 -1.36043
C -0.59250 1.99085 -1.74171
N 0.18509 2.05182 -0.48521
O 1.43232 2.53085 -0.81754
C 0.05405 0.97236 -2.64939
C -0.73053 3.36092 -2.59532
C 0.45604 2.46132 1.91039
H 0.26669 4.70742 -0.18153
H -0.09843 4.80771 1.50379
H -1.36730 4.64901 0.29511
H -1.89056 1.46122 1.57785
H -2.21517 3.12502 1.73873
H -2.97326 3.42527 -0.51216
H -3.64089 2.02846 0.10441
H -2.74907 1.49765 -2.17729
H -1.87650 0.56014 -0.92137
H 0.11182 -0.00209 -2.16440
H -0.35203 0.83356 -3.65136
H 1.08985 1.25810 -2.83262
H -1.27442 3.30928 -3.53852
H -1.25746 4.11980 -2.01693
H 0.23308 3.86527 -2.66728
H -0.11657 2.56501 2.83206
H 1.35972 3.06443 1.82250
H 0.75581 1.42039 1.78915
H 2.03834 1.87759 -0.46032
```

The calculation puts the orbital gap (spin up / spin down) at 0.2220 / 0.1211 Eh. The multiplicity is 2. The LUMO energy (spin up / spin down) comes out at -0.331 / -3.074 eV.

---

Entry from OMol25: an isolated ion of composition C6H11N4 and charge +1 in a non-equilibrium geometry (wB97M-V/def2-TZVPD).

```
21
Properties=species:S:1:pos:R:3
C 1.23653 -2.26865 -0.12933
C 0.80370 -0.91209 -0.22230
C 0.18503 -0.21708 0.70250
N -0.13818 1.18526 0.44674
C 0.44784 2.04193 1.46456
N -1.53615 1.44047 0.54494
C -2.35507 1.03044 -0.38694
N -2.15298 0.33264 -1.47111
C -2.57996 -0.19789 -2.45532
N -2.51815 -0.89821 -3.42281
H 2.27906 -2.01433 0.06560
H 1.11229 -2.81550 -1.12437
H 0.77110 -2.79758 0.60764
H 1.08487 -0.28659 -1.14041
H -0.07592 -0.44373 1.67396
H 0.20899 1.25074 -0.49238
H 0.53302 3.12085 1.25060
H -0.12503 2.11806 2.44827
H 1.39864 1.51360 1.85271
H -3.35528 1.39477 0.06801
H -3.20269 -0.78245 -4.20899
```

The calculation puts the orbital gap at 0.3778 Eh. Its charge is +1. The multiplicity is 1. The LUMO energy comes out at -3.494 eV. Its SMILES is C/C=C/[N@H+](C)/N=C\N=C=N.

---

Entry from OMol25: C6H26NO5 as an isolated structure in a non-equilibrium geometry (wB97M-V/def2-TZVPD).

```
38
Properties=species:S:1:pos:R:3
N -0.53019 -0.50088 -0.36368
H -0.26247 -1.38346 0.04802
H -1.05359 0.02006 0.32536
H -1.27928 -0.68725 -1.01502
H 0.24922 0.06648 -0.66484
C 0.22071 -0.43510 -3.22486
C 0.68598 0.75586 -2.29865
C -0.49171 1.72029 -1.99020
O 1.27937 0.30291 -1.10133
H 0.99199 -1.06776 -3.66412
H -0.19329 -0.01104 -4.13967
H -0.57100 -1.06003 -2.81164
H 1.49324 1.29890 -2.79011
H -0.76059 2.11393 -2.97043
H -0.27019 2.56795 -1.34173
H -1.42818 1.26552 -1.66725
H 2.16787 0.16464 -1.43757
C 1.31447 0.23362 1.39741
C 0.60209 0.50443 2.71004
C 0.92636 -0.55089 3.76720
O 0.88516 1.82468 3.08975
H 0.95827 0.93477 0.64268
H 1.23516 -0.77281 0.98644
H 2.40171 0.30028 1.43707
H -0.46981 0.49762 2.51234
H 0.34919 -0.40300 4.67996
H 1.94747 -0.66014 4.13258
H 0.52974 -1.52530 3.48210
H 0.44443 2.10272 3.89602
O -2.08038 -1.22389 -1.55653
H -2.42735 -0.80646 -2.34494
H -2.54170 -2.06102 -1.50536
O 0.19234 -2.20414 0.34362
H 0.99910 -2.71870 0.31932
H -0.42711 -2.75171 0.82600
O -1.58547 1.04508 0.60198
H -1.06300 1.62929 1.15148
H -2.43859 1.47453 0.53853
```

The calculation puts the orbital gap at 0.3548 Eh. Its charge is +1. The multiplicity is 1. The LUMO energy comes out at -2.967 eV.

---

Entry from OMol25: C28H29ClN4O2V as an isolated structure in a non-equilibrium geometry (wB97M-V/def2-TZVPD).

```
65
Properties=species:S:1:pos:R:3
V 0.00000 0.00000 0.00000
Cl -3.80958 -2.13812 4.93096
C -2.88246 -1.14330 3.87262
C -3.45042 -0.00306 3.32036
C -2.68922 0.80548 2.46517
C -1.35403 0.51828 2.12145
O -0.66772 1.28216 1.36472
C -0.84555 -0.66734 2.69945
C 0.54229 -1.06222 2.40846
N 0.92987 -1.30523 1.19926
C 2.27856 -1.58149 1.01576
C 2.97092 -2.72880 1.39120
C 4.33800 -2.82644 1.10365
C 4.99547 -1.78009 0.44029
C 4.27425 -0.63130 0.05720
C 4.79237 0.49305 -0.60388
C 3.93911 1.56025 -0.90089
C 2.59952 1.46464 -0.53599
N 2.07084 0.39491 0.08375
C 2.90685 -0.58155 0.35910
C -1.57271 -1.48449 3.57453
H -4.47442 0.27622 3.54052
H -3.14463 1.70173 2.04441
H 1.21827 -1.13507 3.27871
H 2.44401 -3.53150 1.89423
H 4.88745 -3.71725 1.39451
H 6.05627 -1.85973 0.22289
H 5.84082 0.54424 -0.87608
H 4.30310 2.44985 -1.40007
H 1.88790 2.26315 -0.72778
H -1.12000 -2.37713 3.98809
C -0.71731 -1.88577 -1.82868
C -0.26765 -2.60890 -0.74300
C -0.93222 -2.51706 0.46291
C -2.04441 -1.70631 0.57907
C -2.48988 -0.98136 -0.50796
C -1.82673 -1.07363 -1.71380
H -0.20053 -1.96204 -2.77004
H 0.60776 -3.23456 -0.83422
H -0.58178 -3.08061 1.31240
H -2.55593 -1.62864 1.52417
H -3.35455 -0.34443 -0.41614
H -2.16421 -0.50132 -2.56180
C 0.07696 1.12283 -3.86041
N -1.20576 1.70750 -3.51115
C -1.78174 2.63296 -4.46970
C -3.25720 2.83646 -4.22201
C -3.41212 3.26997 -2.78403
N -2.78798 2.32569 -1.87529
C -3.19145 2.39904 -0.48214
C -1.60882 1.65863 -2.18262
O -0.96758 1.04440 -1.33037
H 0.02617 0.71541 -4.87429
H 0.35177 0.31615 -3.17519
H 0.84133 1.90425 -3.81452
H -1.63342 2.23552 -5.47990
H -1.23434 3.57967 -4.39070
H -3.80010 1.89862 -4.39264
H -3.66643 3.58993 -4.90264
H -4.47721 3.34700 -2.53940
H -2.95061 4.25024 -2.61598
H -4.28352 2.39275 -0.41973
H -2.80276 3.32794 -0.05415
H -2.80578 1.55354 0.09416
H 0.76377 1.42381 -0.67862
```

The calculation puts the orbital gap (spin up / spin down) at 0.1661 / 0.2613 Eh. The multiplicity is 4. The LUMO energy (spin up / spin down) comes out at 0.289 / 0.303 eV.

---

Entry from OMol25: an isolated molecule of C4H6O in a non-equilibrium geometry (wB97M-V/def2-TZVPD).

```
11
Properties=species:S:1:pos:R:3
C 0.12105 -0.04038 -0.44372
C -1.94739 -1.23440 1.27199
C -0.18013 0.16199 0.83705
C 1.37728 0.43391 -1.16859
O -1.40420 -0.03901 1.44802
H -0.58254 -0.52967 -1.16594
H -2.95727 -1.21880 1.57764
H 0.60426 0.66174 1.51523
H 1.11987 1.30938 -1.75308
H 1.85262 -0.21157 -1.80936
H 1.99645 0.70681 -0.30924
```

The calculation puts the orbital gap at 0.3338 Eh. The multiplicity is 1. The LUMO energy comes out at 0.494 eV.

---

> Look up the multiplicity of the fifth one.

1